(1)
Formula: C5H36NO14
Source: the OMol25 dataset
Level of theory: the ωB97M-V functional and the def2-TZVPD basis

```
! RIJCOSX wB97M-V def2-TZVPD def2/J DEFGRID3
* xyz -1 1
C -1.0146 0.4708 0.1053
N -0.8289 -0.9431 -0.3745
C -1.3441 -1.9965 0.8040
O -2.5447 -1.6452 0.9647
C 0.3342 0.8874 0.9499
C 1.5629 0.7743 -0.0121
C 1.5469 1.6253 -1.3143
O 2.7056 1.2202 0.5812
H -1.0266 1.1499 -0.8201
H -1.8946 0.4136 0.7314
H -1.4904 -1.1782 -1.1569
H -0.6807 -1.9727 1.7240
H -1.0543 -3.0002 0.4006
H 0.3632 0.2184 1.8024
H 0.1957 1.9085 1.3298
H 1.6093 -0.3041 -0.2475
H 1.4078 0.9179 -2.1725
H 0.6996 2.3230 -1.5177
H 2.3240 2.2726 -1.4390
H 3.2993 0.4812 0.9104
H -1.4309 -0.2695 -3.6283
H -1.1307 -1.6130 -3.1891
O -1.8165 -0.9888 -3.2018
H -3.2978 -0.9319 2.3061
H -2.9608 -0.0932 3.7457
O -3.7080 -0.2298 2.9703
H 2.6040 3.5999 0.8520
H 1.1884 4.1879 1.0588
O 2.1143 4.2236 1.3402
H 2.4918 -2.9169 -1.8495
H 0.0825 -1.1319 -0.5576
O 1.7673 -2.6213 -1.2890
H 0.7810 -2.3752 -3.8802
H 1.1450 -2.1979 -2.3616
O 0.6683 -1.6916 -3.2961
H 2.5751 -2.2346 0.0598
H 4.1233 -1.7482 0.2005
O 3.3791 -1.8755 0.6594
H -4.4198 -0.0992 0.8400
H -3.8151 -0.1599 -0.6239
O -4.2838 0.4496 0.0534
H 1.4194 -3.7388 -0.0924
H 2.5044 -4.0763 0.8630
O 1.7627 -4.4516 0.4569
H -1.9716 2.9559 1.2406
H -1.8220 4.3686 0.7780
O -1.3379 3.5807 1.0761
H -3.3737 1.6520 2.5273
H -3.6590 1.7841 1.1122
O -3.3598 2.2369 1.8739
H 1.1054 -0.2472 -4.4722
H 2.1822 -0.0946 -3.6190
O 2.0011 0.0123 -4.5214
H 0.6692 0.8831 3.8286
H 2.0254 1.3100 3.3645
O 1.6279 0.9193 4.1255
*
```

Results
HOMO: -6.2 eV
HOMO-LUMO gap: 8.83 eV
Relative energy (zero: lowest compared OMol25 entry of this formula, charge and spin): 113.3 kcal per mole
Electronic energy: -1320.172339 hartree

Löwdin population analysis, charges in e, atoms 1 to 8: C -0.10; N 0.08; C -0.36; O -0.22; C -0.07; C -0.44; C 0.00; O -0.06

=====

(2)
Formula: C5H37N2O13
Source: the OMol25 dataset
Level of theory: the ωB97M-V functional and the def2-TZVPD basis

```
! RIJCOSX wB97M-V def2-TZVPD def2/J DEFGRID3
* xyz 0 2
C 1.0866 1.6419 2.0239
O 1.2616 2.9511 2.6027
C 1.9345 1.4149 0.7052
C 1.0512 0.1829 0.1019
C 1.2293 0.2718 -1.3540
C 2.3506 -0.2312 -2.0139
N 0.0733 0.8699 -2.1153
N 3.3250 0.9220 0.9619
H 1.2277 0.8898 2.7568
H -0.0228 1.7467 1.7881
H 1.9535 2.9961 3.3428
H 1.9869 2.3068 0.0591
H 0.0274 0.3114 0.4530
H 1.5204 -0.6769 0.5401
H 2.6010 -0.1264 -3.1436
H 2.9579 -0.9029 -1.5153
H -0.7103 0.2778 -2.0126
H 0.2284 0.8670 -3.1194
H -0.2009 1.8753 -1.8069
H 3.3125 -0.0400 1.3375
H 3.8435 0.9041 0.0833
H -1.5105 3.5430 -1.2486
H -0.0706 3.6512 -0.8469
O -0.5431 3.4499 -1.5979
H 1.5829 -4.1871 -1.2199
H 2.1684 -3.1237 -0.4360
O 1.5358 -3.2741 -1.0783
H -3.4209 0.1839 -1.7947
H -3.1593 0.1376 -3.1748
O -2.6519 0.1079 -2.3229
H 4.0313 -3.7575 1.2855
H 2.8805 -2.7540 1.5593
O 3.2643 -3.4127 0.9752
H -2.6220 -1.6485 0.1137
H -2.0347 -1.1204 1.4347
O -2.7299 -0.9647 0.7305
H -0.3552 -3.9587 2.2125
H -0.4495 -2.7432 1.3201
O -0.4889 -3.0377 2.2156
H -5.3870 0.9262 -0.2361
H -4.2023 0.1980 0.4994
O -4.4260 0.8116 -0.2601
H -2.9736 1.9893 -0.6087
H -2.7238 2.3747 0.8276
O -2.3250 2.3248 -0.0230
H -3.0601 -1.7414 -2.6536
H -3.4466 -3.1963 -2.2321
O -2.7769 -2.5747 -2.1974
H 1.9230 -1.2022 3.1545
H 0.9195 -1.9951 2.2324
O 1.7563 -1.5246 2.2622
H -1.5606 -2.8013 -1.0747
H -0.0095 -2.8963 -0.6445
O -0.8579 -2.7299 -0.2886
H 0.8247 3.9426 1.3003
H 0.5101 5.3222 0.8774
O 0.6964 4.3987 0.4679
*
```

Results
<S²>: 0.750
HOMO (alpha / beta): -2.4 / -9.4 eV
HOMO-LUMO gap (alpha / beta): 2.33 / 9.29 eV
Relative energy (zero: lowest compared OMol25 entry of this formula, charge and spin): 83.7 kcal per mole
Electronic energy: -1300.146137 hartree

Löwdin population analysis, charges in e, atoms 1 to 8: C -0.18; O -0.13; C -0.26; C -0.13; C -0.27; C 0.08; N 0.22; N 0.05

=====

(3)
Formula: C5H37NO13
Source: the OMol25 dataset
Level of theory: the ωB97M-V functional and the def2-TZVPD basis

```
! RIJCOSX wB97M-V def2-TZVPD def2/J DEFGRID3
* xyz -1 2
C -0.7353 1.4344 -0.3063
N -0.4568 0.3665 -1.2098
C -1.0912 -0.9120 -1.0069
C -2.5306 -0.8480 -1.5742
C -3.5511 -1.3543 -0.5843
O -3.2918 -2.6690 -0.1619
C -0.2605 -2.0410 -1.6096
H -1.8004 1.3339 -0.0938
H -0.3270 1.3057 0.7328
H -0.4307 2.4649 -0.5683
H 0.5155 0.3961 -1.5255
H -1.1841 -1.1533 0.0618
H -2.6275 0.1129 -2.1566
H -2.5654 -1.4002 -2.5012
H -3.6056 -0.6960 0.2812
H -4.5526 -1.3122 -1.0060
H -2.7406 -3.1457 -0.7880
H -0.1535 -2.1316 -2.6973
H -0.7269 -2.9651 -1.2101
H 0.7588 -2.0524 -1.2338
H 2.0819 -0.6241 1.4767
H 3.0037 -0.6804 0.2305
O 2.2292 -1.1166 0.6657
H -0.9163 -1.7599 3.0820
H -0.9697 -1.4594 4.5312
O -1.1075 -1.0232 3.6819
H -1.4108 4.2222 2.8204
H -1.0563 5.0949 1.5559
O -0.7727 4.3401 2.0762
H 1.2413 0.1515 -5.2613
H 2.3808 0.3826 -4.2882
O 1.4205 0.5077 -4.3756
H 2.6111 3.8785 2.5354
H 1.0514 3.7595 2.2627
O 1.9355 3.4396 2.0162
H 3.2704 1.8295 0.3607
H 4.5495 1.0757 0.3342
O 3.6091 0.9372 0.1248
H -3.5140 0.1154 3.3873
H -2.4442 0.2560 2.4033
O -3.2889 0.6877 2.6431
H -1.6705 1.8084 -3.3478
H -0.1708 1.9214 -3.0554
O -0.9206 2.4005 -3.4423
H 2.9092 -2.6267 0.3181
H 4.1767 -3.3179 -0.1582
O 3.4207 -3.4649 0.4296
H -3.0838 3.3358 3.8128
H -3.1984 2.5666 2.4397
O -3.0371 3.4294 2.8579
H 4.6233 -0.5969 -3.1841
H 4.3283 0.8022 -3.1224
O 4.3473 0.1032 -3.8125
H 2.4686 -4.6828 2.8099
H 1.6595 -5.3661 1.7193
O 1.6004 -5.0602 2.6299
*
```

Results
<S²>: 0.751
HOMO (alpha / beta): 0.1 / -5.7 eV
HOMO-LUMO gap (alpha / beta): 2.08 / 7.72 eV
Relative energy (zero: lowest compared OMol25 entry of this formula, charge and spin): 0.0 kcal per mole
Electronic energy: -1245.507943 hartree

Löwdin population analysis, charges in e, atoms 1 to 8: C -0.14; N -0.11; C -0.41; C -0.15; C -0.28; O -0.06; C -0.05; H 0.07

=====

(4)
Formula: C5H37NO15
Source: the OMol25 dataset
Level of theory: the ωB97M-V functional and the def2-TZVPD basis

```
! RIJCOSX wB97M-V def2-TZVPD def2/J DEFGRID3
* xyz 0 1
C -0.0403 -1.2425 1.1120
N -0.4684 -0.6216 0.0263
C 2.2024 -0.4724 -2.7076
C 1.5828 -0.9571 -1.3769
C 0.4505 -0.0043 -0.9841
C 0.9916 1.3010 -0.4547
O 0.2656 2.5158 -0.8170
O 1.1740 -1.2815 1.4217
H -0.7332 -1.7667 1.7676
H -1.4736 -0.6482 -0.1922
H 2.2556 -1.2837 -3.4501
H 1.5607 0.1992 -3.2658
H 3.2235 -0.1778 -2.5874
H 1.3227 -2.0160 -1.3292
H 2.3780 -0.8443 -0.6631
H -0.2147 0.1566 -1.8191
H 1.0038 1.3142 0.6330
H 2.0393 1.4829 -0.7326
H -0.3922 2.3063 -1.5034
H 2.9975 4.6724 -0.1297
H 1.7989 3.7388 -0.1513
O 2.1935 4.4740 0.3590
H -1.2536 1.4879 4.3161
H -0.2726 1.2517 3.2027
O -1.2040 1.0238 3.4577
H -3.5635 0.9299 0.7199
H -4.3020 -0.4486 1.0014
O -3.7652 0.0218 0.3494
H 0.9702 -4.9739 -1.3488
H 1.2840 -4.4246 0.1019
O 0.5870 -4.8064 -0.4847
H 1.8416 1.7338 2.4290
H 0.8674 3.0148 2.5909
O 1.1657 2.1933 2.9997
H 3.3222 -3.7072 0.8769
H 2.1744 -2.8723 1.5390
O 2.4091 -3.7911 1.2520
H -2.3119 -4.3127 1.3012
H -0.9132 -4.2977 0.5878
O -1.7021 -3.7335 0.8096
H -1.6873 3.0576 -3.2851
H -0.9089 1.9205 -3.7959
O -0.7946 2.7528 -3.3568
H -2.3292 -3.5823 -1.6233
H -1.3841 -3.5701 -2.7984
O -2.3505 -3.6841 -2.5897
H -3.3903 -0.0921 -1.3780
H -3.1220 -1.2275 -2.3206
O -2.8059 -0.2945 -2.1463
H 3.3688 0.1280 2.5061
H 2.2692 -0.1026 1.5383
O 3.0548 0.5037 1.6520
H -0.2785 3.6306 0.4749
H -0.0489 4.8538 1.3195
O -0.5711 4.0620 1.3006
H -2.5134 1.5567 2.2266
H -2.7021 2.8154 1.4887
O -3.2574 2.1381 1.9302
*
```

Results
HOMO: -10.4 eV
HOMO-LUMO gap: 10.55 eV
Relative energy (zero: lowest compared OMol25 entry of this formula, charge and spin): 51.5 kcal per mole
Electronic energy: -1396.109657 hartree

Löwdin population analysis, charges in e, atoms 1 to 8: C -0.27; N 0.13; C -0.07; C -0.18; C -0.25; C -0.15; O -0.11; O -0.09

=====

(5)
Formula: C5H38NO15
Source: the OMol25 dataset
Level of theory: the ωB97M-V functional and the def2-TZVPD basis

```
! RIJCOSX wB97M-V def2-TZVPD def2/J DEFGRID3
* xyz 0 2
C -0.0997 1.2501 -1.7771
C 1.3188 1.5453 -2.1398
O 1.7582 0.3459 -2.8064
C -0.2003 0.1916 -0.6755
N 0.0489 -1.1579 -1.1663
C -0.2424 -2.2040 -0.2308
C 1.0042 -2.5297 0.6749
O 0.9444 -1.6987 1.7689
H -0.6587 0.9095 -2.6504
H -0.7753 2.0880 -1.5594
H 2.0498 1.6259 -1.3278
H 1.4555 2.4896 -2.6771
H 2.3673 -0.0099 -2.0894
H 0.5962 0.3850 0.0727
H -1.1530 0.2916 -0.1588
H 1.0471 -1.2448 -1.4487
H -0.3990 -3.1458 -0.7624
H -1.0909 -1.9782 0.4068
H 0.9965 -3.5657 1.0154
H 1.9007 -2.3105 0.0754
H -2.4159 -2.9494 -3.2127
H -1.1647 -2.5713 -2.4444
O -1.8945 -3.2058 -2.4544
H 0.5135 0.1521 -4.4073
H 0.6964 -1.3008 -4.1734
O 0.1187 -0.7053 -4.6544
H -2.7853 -2.4143 1.9265
H -2.9415 -3.1299 0.5710
O -3.4358 -2.7063 1.2834
H -2.0901 -0.8606 -2.4585
H -2.2595 -0.3510 -3.8706
O -2.7352 -0.7068 -3.1211
H 3.8691 0.8795 -0.4072
H 3.8001 2.2802 0.1447
O 4.3746 1.5177 0.1535
H 3.2080 -0.4400 2.1273
H 1.8052 -1.2870 1.9831
O 2.8632 -1.2680 1.7330
H 1.2973 1.0007 2.8620
H 0.7309 2.4277 2.7283
O 0.6219 1.5881 3.1777
H -3.1901 1.8091 2.8762
H -1.8455 1.6143 3.6668
O -2.5539 2.2527 3.4516
H 0.2267 3.3596 1.3255
H 1.4999 4.2643 0.7965
O 1.2383 3.4393 1.2069
H 3.5132 -1.3423 -0.8666
H 2.9652 -0.9891 0.7512
O 2.8777 -0.6069 -0.7636
H -3.8410 -0.2551 1.5885
H -2.7435 0.5300 1.3826
O -3.6571 0.7050 1.5808
H -0.5598 -0.2522 3.5989
H -0.6717 -0.4681 2.1468
O -1.2312 -0.4247 2.9312
H -1.7637 2.8954 2.1940
H -1.8699 2.8458 0.7224
O -1.4383 3.3958 1.3793
*
```

Results
<S²>: 0.756
HOMO (alpha / beta): -10.6 / -10.6 eV
HOMO-LUMO gap (alpha / beta): 10.67 / 6.16 eV
Relative energy (zero: lowest compared OMol25 entry of this formula, charge and spin): 82.1 kcal per mole
Electronic energy: -1396.446503 hartree

Löwdin population analysis, charges in e, atoms 1 to 8: C -0.15; C -0.23; O -0.15; C -0.14; N 0.09; C -0.11; C -0.17; O -0.05

=====

(6)
Formula: C5H39N3O13
Source: the OMol25 dataset
Level of theory: the ωB97M-V functional and the def2-TZVPD basis

```
! RIJCOSX wB97M-V def2-TZVPD def2/J DEFGRID3
* xyz 0 1
C 3.6924 0.2854 -0.9880
C 2.2020 0.0395 -0.7326
C 1.3159 0.9871 -1.4750
C 0.7854 2.2006 -0.6786
N -1.9751 1.5967 -1.3108
C -1.5118 1.6518 -0.0376
N -0.2834 1.8910 0.2836
N 1.8500 -1.3416 -1.0939
H 4.0378 -0.1096 -1.9681
H 4.2977 -0.2306 -0.2417
H 4.0172 1.3449 -0.9523
H 2.0276 0.1211 0.3805
H 0.4743 0.4911 -1.9223
H 1.8152 1.4434 -2.3655
H 1.6371 2.5470 -0.0653
H 0.4908 2.9719 -1.4138
H -1.4098 1.9848 -2.0570
H -2.9459 1.8163 -1.4742
H -2.0895 1.2710 0.7943
H 2.1225 -2.0319 -0.3982
H 2.2443 -1.6501 -1.9775
H -1.6239 -2.1428 2.4132
H -2.1529 -1.2911 3.5404
O -2.3845 -1.5969 2.6482
H -0.0719 2.4587 2.3909
H -0.3669 3.0821 3.7368
O -0.2562 2.2228 3.3090
H -2.0403 0.3800 -4.3794
H -1.8899 1.3198 -5.6438
O -2.0368 1.3140 -4.7002
H -1.5257 -0.9785 -0.7090
H -0.0574 -1.5805 -1.1573
O -1.0383 -1.6035 -1.2536
H -0.6247 -4.7744 0.0283
H -0.4105 -3.3319 -0.5714
O -0.0399 -4.0218 -0.0193
H -0.0595 2.5241 -4.4802
H -1.3436 3.2445 -4.7776
O -0.3992 3.3937 -4.7284
H 3.7192 2.8214 3.6288
H 2.2874 2.2637 3.7463
O 2.8811 2.9499 4.0657
H 1.6850 -3.8214 0.7974
H 2.5009 -3.1515 1.9108
O 2.5689 -3.5026 1.0198
H 0.3583 -3.4469 1.8068
H 0.5258 -2.0281 2.1856
O 0.1985 -2.8692 2.5598
H -3.8537 -1.3154 0.0549
H -3.1373 -1.2207 1.2556
O -3.3295 -0.6026 0.4711
H -2.7725 -1.8273 -3.5241
H -1.5509 -1.3780 -2.8857
O -2.0060 -1.3193 -3.7801
H -2.2788 1.2417 4.9713
H -1.1193 0.3973 4.3659
O -1.7178 0.4739 5.0953
H -0.2424 0.3249 2.6965
H 0.5126 0.3842 1.4671
O 0.2978 -0.2719 2.1386
*
```

Results
HOMO: -9.7 eV
HOMO-LUMO gap: 9.82 eV
Relative energy (zero: lowest compared OMol25 entry of this formula, charge and spin): 0.0 kcal per mole
Electronic energy: -1356.307365 hartree

Löwdin population analysis, charges in e, atoms 1 to 8: C -0.06; C -0.44; C -0.18; C -0.20; N 0.14; C -0.27; N -0.02; N 0.04

=====

(7)
Formula: C5H39N3O13
Source: the OMol25 dataset
Level of theory: the ωB97M-V functional and the def2-TZVPD basis

```
! RIJCOSX wB97M-V def2-TZVPD def2/J DEFGRID3
* xyz 0 1
C 0.3242 -1.6245 -1.4998
C 0.1676 -0.3884 -0.5324
C 0.8974 0.8299 -1.1516
C 1.0739 2.0259 -0.1794
N -0.1173 2.6890 0.2834
C 0.1771 3.5376 1.3868
N -0.7351 3.8466 2.1941
N -0.9753 -1.7602 -2.2194
H 0.5660 -2.5095 -0.9212
H 1.1136 -1.3227 -2.1900
H -0.8308 -0.2202 -0.1387
H 0.5975 -0.6540 0.4480
H 1.7696 0.6414 -1.7495
H 0.1675 1.1543 -1.9265
H 1.7210 1.5906 0.6084
H 1.8507 2.6084 -0.7714
H -0.9394 2.0881 0.3710
H 1.1796 3.9215 1.2130
H -0.4845 4.6049 2.8244
H -0.7420 -2.3616 -3.0045
H -1.1963 -0.8331 -2.5677
H -1.0178 -3.5196 3.5609
H -0.6204 -3.4247 2.2414
O -1.1962 -2.8911 2.8317
H 1.2792 -5.2029 0.3965
H 1.6314 -4.1032 1.1433
O 0.7862 -4.5569 0.9138
H -3.2455 -1.1130 2.2584
H -4.0574 -1.2954 0.9617
O -3.8263 -0.6401 1.6436
H 1.4005 2.3892 -3.3490
H 2.0704 1.8303 -4.5837
O 1.9555 1.6567 -3.6432
H -3.3394 0.3295 -1.9378
H -3.6540 -1.0611 -2.4395
O -3.5459 -0.1429 -2.7583
H 4.4613 0.0738 -0.0954
H 3.4435 -0.0503 1.0482
O 4.3641 -0.2569 0.8206
H -0.8692 -0.9669 3.7801
H -1.2885 0.5125 3.9736
O -0.6008 -0.1269 4.1731
H -3.6548 -3.3607 -1.3928
H -2.6429 -2.0884 -1.4642
O -3.5121 -2.4300 -1.1595
H 2.7679 -1.8159 2.0204
H 1.3581 -2.0199 2.7376
O 2.1681 -2.4308 2.4364
H -1.1503 2.8880 -2.4268
H -0.1111 3.8359 -1.7881
O -0.4369 3.5419 -2.6465
H 0.9844 0.4617 3.4631
H 0.9069 0.6346 1.9345
O 1.1942 0.0255 2.6156
H 3.7671 0.8106 -2.9385
H 3.3779 1.7985 -1.7107
O 4.0463 1.2710 -2.1539
H -3.3409 1.8052 0.1043
H -2.8471 0.5822 0.8467
O -2.5906 1.1864 0.1053
*
```

Results
HOMO: -9.6 eV
HOMO-LUMO gap: 9.82 eV
Relative energy (zero: lowest compared OMol25 entry of this formula, charge and spin): 43.0 kcal per mole
Electronic energy: -1356.238916 hartree

Löwdin population analysis, charges in e, atoms 1 to 8: C -0.20; C -0.16; C -0.19; C -0.26; N -0.01; C -0.30; N 0.09; N 0.00

=====

What is the relative energy (zero: lowest compared OMol25 entry of this formula, charge and spin) in the second record? 83.7 kcal per mole